1.
A 8-piece molecular cluster, C48H120N8 overall. Source: the Open Molecules 2025 dataset; level of theory: ωB97M-V/def2-TZVPD.

Its expectation value of S² is 0.75. The spin multiplicity is 2. Its molecular weight is 809.5 g mol⁻¹. For the energy, the calculation gives -63634.097 eV. The charge is -1. Its HOMO-LUMO gap (alpha / beta) is 1.39 / 8.12 eV. The HOMO energy (alpha / beta) comes out at 0.03317 / -0.21224 Eh.

CARTESIAN COORDINATES (ANGSTROEM)
1 C -1.37 -13.17 3.33
2 C -1.66 -14.33 2.34
3 N -1.76 -13.87 0.94
4 C -2.38 -14.93 0.02
5 C -3.78 -15.08 0.49
6 C -0.46 -13.41 0.37
7 C -0.69 -12.46 -0.86
8 H -1.32 -13.64 4.31
9 H -2.10 -12.36 3.27
10 H -0.39 -12.74 3.17
11 H -1.04 -15.23 2.38
12 H -2.45 -14.91 2.83
13 H -2.36 -14.55 -0.99
14 H -1.76 -15.83 0.01
15 H -4.23 -14.10 0.70
16 H -4.48 -15.28 -0.32
17 H -3.97 -15.67 1.39
18 H -0.01 -14.31 -0.07
19 H 0.33 -13.05 1.04
20 H 0.22 -11.97 -1.19
21 H -1.47 -11.74 -0.60
22 H -0.97 -12.98 -1.78
23 C -3.58 -10.61 -7.27
24 C -2.11 -10.37 -6.72
25 N -1.16 -11.43 -7.06
26 C -0.84 -11.37 -8.42
27 C -0.14 -12.61 -8.95
28 C 0.10 -11.40 -6.25
29 C -0.07 -11.81 -4.79
30 H -3.65 -10.53 -8.36
31 H -4.41 -10.10 -6.79
32 H -3.74 -11.67 -7.09
33 H -1.80 -9.39 -7.08
34 H -2.24 -10.33 -5.64
35 H -1.72 -11.38 -9.06
36 H -0.30 -10.43 -8.56
37 H 0.82 -12.81 -8.48
38 H -0.75 -13.47 -8.69
39 H -0.10 -12.72 -10.04
40 H 0.53 -10.40 -6.30
41 H 0.86 -12.07 -6.66
42 H -0.87 -11.30 -4.26
43 H 0.87 -11.62 -4.27
44 H -0.30 -12.87 -4.70
45 C 2.40 -14.57 3.91
46 C 3.73 -13.94 4.27
47 N 4.72 -14.87 4.96
48 C 5.42 -15.78 4.09
49 C 6.82 -15.68 4.57
50 C 4.35 -15.39 6.24
51 C 4.98 -14.46 7.30
52 H 2.70 -15.37 3.24
53 H 1.74 -13.97 3.28
54 H 1.89 -14.87 4.83
55 H 4.15 -13.55 3.34
56 H 3.59 -13.17 5.03
57 H 4.99 -16.78 4.22
58 H 5.41 -15.55 3.03
59 H 6.99 -16.03 5.58
60 H 7.57 -16.13 3.93
61 H 7.19 -14.65 4.52
62 H 4.62 -16.44 6.33
63 H 3.26 -15.39 6.24
64 H 5.97 -14.12 7.00
65 H 5.05 -14.99 8.26
66 H 4.36 -13.57 7.24
67 C -3.51 -19.01 2.67
68 C -4.75 -19.16 1.81
69 N -5.84 -19.66 2.69
70 C -6.92 -18.66 2.75
71 C -6.51 -17.54 3.72
72 C -5.66 -20.79 3.53
73 C -6.99 -21.52 3.65
74 H -3.56 -18.28 3.48
75 H -2.74 -18.67 1.98
76 H -3.14 -19.93 3.13
77 H -5.07 -18.27 1.27
78 H -4.46 -19.95 1.12
79 H -7.79 -19.12 3.21
80 H -7.25 -18.25 1.79
81 H -7.22 -16.72 3.76
82 H -5.70 -16.94 3.31
83 H -6.16 -17.90 4.68
84 H -4.90 -21.45 3.10
85 H -5.26 -20.41 4.47
86 H -7.61 -20.93 4.33
87 H -7.42 -21.64 2.66
88 H -7.03 -22.45 4.22
89 C 1.47 -11.11 10.21
90 C 0.88 -10.56 8.91
91 N -0.58 -10.91 8.69
92 C -0.73 -12.36 8.47
93 C -0.24 -12.69 7.06
94 C -1.23 -10.17 9.71
95 C -2.75 -10.16 9.58
96 H 2.52 -10.81 10.28
97 H 1.48 -12.19 10.33
98 H 0.96 -10.74 11.10
99 H 1.03 -9.49 8.80
100 H 1.47 -11.03 8.12
101 H -0.14 -13.01 9.12
102 H -1.74 -12.69 8.72
103 H -0.85 -13.41 6.51
104 H -0.44 -11.83 6.43
105 H 0.77 -13.11 7.04
106 H -0.89 -9.13 9.67
107 H -0.89 -10.61 10.64
108 H -3.22 -11.14 9.66
109 H -2.93 -9.81 8.56
110 H -3.26 -9.43 10.22
111 C 3.57 -10.78 1.84
112 C 3.49 -10.87 0.33
113 N 3.14 -9.61 -0.33
114 C 3.95 -8.41 0.11
115 C 5.49 -8.53 -0.12
116 C 3.08 -9.78 -1.80
117 C 2.25 -8.71 -2.38
118 H 4.29 -10.06 2.22
119 H 3.82 -11.75 2.27
120 H 2.61 -10.47 2.27
121 H 4.53 -11.05 0.07
122 H 2.83 -11.67 0.01
123 H 3.65 -7.46 -0.35
124 H 3.85 -8.25 1.18
125 H 5.96 -7.57 0.06
126 H 5.88 -9.22 0.62
127 H 5.82 -8.93 -1.08
128 H 2.55 -10.68 -2.10
129 H 4.09 -9.80 -2.21
130 H 2.59 -7.71 -2.10
131 H 1.21 -8.82 -2.10
132 H 2.12 -8.78 -3.46
133 C 0.42 -8.22 1.51
134 C -0.90 -9.05 1.85
135 N -1.88 -8.24 2.64
136 C -2.93 -9.17 3.08
137 C -2.52 -9.90 4.37
138 C -2.42 -7.08 1.84
139 C -2.71 -5.89 2.77
140 H 0.38 -7.86 0.49
141 H 1.32 -8.80 1.71
142 H 0.53 -7.48 2.31
143 H -1.35 -9.28 0.88
144 H -0.64 -10.03 2.24
145 H -3.73 -8.53 3.44
146 H -3.36 -9.69 2.22
147 H -3.34 -10.54 4.68
148 H -1.64 -10.55 4.33
149 H -2.24 -9.13 5.09
150 H -3.33 -7.35 1.31
151 H -1.83 -6.62 1.04
152 H -1.95 -5.66 3.52
153 H -3.59 -6.10 3.38
154 H -2.76 -5.05 2.08
155 C -7.71 -13.98 1.55
156 C -8.57 -13.64 0.33
157 N -9.03 -14.72 -0.54
158 C -9.69 -14.25 -1.80
159 C -8.60 -13.66 -2.71
160 C -9.71 -15.90 0.06
161 C -9.39 -17.14 -0.78
162 H -6.80 -14.56 1.36
163 H -8.16 -14.67 2.26
164 H -7.30 -13.06 1.96
165 H -9.48 -13.12 0.62
166 H -8.05 -12.94 -0.31
167 H -10.60 -13.69 -1.57
168 H -10.11 -15.09 -2.37
169 H -7.97 -14.51 -2.98
170 H -8.05 -12.79 -2.35
171 H -9.03 -13.36 -3.67
172 H -9.24 -16.13 1.02
173 H -10.76 -15.74 0.28
174 H -9.71 -17.02 -1.81
175 H -8.33 -17.35 -0.93
176 H -9.75 -18.05 -0.29


2.
A 8-piece molecular cluster, C48H120N8O16 overall. Source: the Open Molecules 2025 dataset; level of theory: ωB97M-V/def2-TZVPD.

Its molecular weight is 1065.5 g mol⁻¹. For the energy, the calculation gives -96391.293 eV. Its SMILES is COCCNCCOC.COCCNCCOC.COCCNCCOC.COCCNCCOC.COCCNCCOC.COCCNCCOC.COCCNCCOC.COCCNCCOC. Its energy relative to the best compared isomer or geometry (same formula, charge and spin) is 139.4 kJ/mol. Its HOMO-LUMO gap is 8.92 eV. The HOMO energy comes out at -0.30580 Eh.

CARTESIAN COORDINATES (ANGSTROEM)
1 C 3.85 -4.35 -3.47
2 O 3.54 -3.00 -3.34
3 C 3.34 -2.38 -4.60
4 C 2.77 -0.99 -4.44
5 N 2.57 -0.36 -5.73
6 C 1.97 0.95 -5.65
7 C 1.56 1.51 -7.00
8 O 0.42 0.85 -7.54
9 C -0.03 1.53 -8.70
10 H 4.00 -4.83 -2.50
11 H 4.76 -4.43 -4.08
12 H 3.12 -5.01 -3.95
13 H 2.65 -3.03 -5.16
14 H 4.26 -2.40 -5.19
15 H 3.39 -0.31 -3.85
16 H 1.83 -1.13 -3.89
17 H 2.03 -0.99 -6.32
18 H 2.66 1.67 -5.20
19 H 1.13 0.93 -4.93
20 H 2.39 1.35 -7.70
21 H 1.36 2.57 -6.85
22 H -0.37 2.54 -8.49
23 H -0.86 0.94 -9.10
24 H 0.73 1.51 -9.48
25 C -2.75 6.35 2.75
26 O -3.91 5.72 2.29
27 C -4.70 5.22 3.33
28 C -5.83 4.36 2.75
29 N -5.30 3.42 1.78
30 C -6.33 2.81 0.94
31 C -5.75 2.30 -0.37
32 O -5.57 3.44 -1.20
33 C -5.06 3.10 -2.47
34 H -2.26 6.92 1.95
35 H -1.96 5.69 3.11
36 H -2.97 7.09 3.53
37 H -5.19 6.01 3.91
38 H -4.19 4.55 4.05
39 H -6.52 5.07 2.25
40 H -6.44 3.81 3.47
41 H -4.67 3.92 1.16
42 H -7.19 3.48 0.80
43 H -6.70 1.96 1.53
44 H -6.45 1.62 -0.87
45 H -4.81 1.76 -0.22
46 H -5.49 2.13 -2.76
47 H -3.98 2.99 -2.45
48 H -5.32 3.82 -3.26
49 C -1.39 -3.40 -1.60
50 O -2.30 -2.70 -2.41
51 C -3.64 -2.80 -1.97
52 C -3.92 -1.88 -0.79
53 N -5.34 -1.77 -0.50
54 C -5.60 -0.91 0.64
55 C -7.05 -0.53 0.68
56 O -7.39 0.22 -0.49
57 C -8.68 0.76 -0.37
58 H -0.39 -3.26 -2.03
59 H -1.47 -4.49 -1.71
60 H -1.37 -3.08 -0.55
61 H -3.95 -3.83 -1.77
62 H -4.26 -2.44 -2.79
63 H -3.59 -0.85 -1.01
64 H -3.40 -2.21 0.11
65 H -5.90 -1.34 -1.23
66 H -4.90 -0.06 0.64
67 H -5.39 -1.39 1.61
68 H -7.37 -0.02 1.60
69 H -7.66 -1.45 0.65
70 H -9.05 1.02 -1.37
71 H -8.74 1.68 0.22
72 H -9.40 0.07 0.08
73 C 1.47 3.23 1.08
74 O 2.86 3.36 0.92
75 C 3.66 2.74 1.87
76 C 5.11 2.74 1.45
77 N 5.71 4.07 1.49
78 C 7.14 3.99 1.21
79 C 7.72 5.37 0.95
80 O 9.13 5.24 0.95
81 C 9.79 6.40 0.50
82 H 0.97 3.73 0.26
83 H 1.17 3.58 2.08
84 H 1.16 2.18 1.09
85 H 3.32 1.70 1.96
86 H 3.63 3.13 2.90
87 H 5.21 2.24 0.48
88 H 5.66 2.13 2.18
89 H 5.32 4.63 0.74
90 H 7.33 3.32 0.36
91 H 7.68 3.56 2.06
92 H 7.39 6.11 1.69
93 H 7.44 5.69 -0.06
94 H 9.40 7.30 0.96
95 H 9.71 6.48 -0.60
96 H 10.86 6.29 0.68
97 C 4.69 -5.01 1.96
98 O 5.05 -6.03 2.87
99 C 6.41 -6.13 3.14
100 C 6.67 -7.31 4.06
101 N 6.39 -8.59 3.38
102 C 6.10 -9.66 4.33
103 C 7.24 -10.05 5.24
104 O 6.80 -11.16 6.01
105 C 7.87 -11.78 6.67
106 H 3.65 -4.79 2.19
107 H 4.95 -5.30 0.94
108 H 5.24 -4.08 2.13
109 H 6.76 -5.25 3.71
110 H 7.06 -6.16 2.25
111 H 6.06 -7.24 4.97
112 H 7.71 -7.28 4.40
113 H 5.53 -8.42 2.86
114 H 5.85 -10.51 3.69
115 H 5.17 -9.50 4.90
116 H 7.59 -9.25 5.89
117 H 8.08 -10.36 4.60
118 H 8.72 -11.98 6.01
119 H 7.60 -12.75 7.08
120 H 8.23 -11.13 7.48
121 C 0.66 -2.22 5.32
122 O -0.45 -1.51 4.81
123 C -0.17 -1.02 3.50
124 C -1.24 -0.01 3.06
125 N -2.57 -0.54 3.37
126 C -3.62 0.45 3.12
127 C -3.77 1.44 4.31
128 O -3.65 0.89 5.59
129 C -4.68 -0.02 5.94
130 H 1.12 -2.91 4.60
131 H 0.28 -2.71 6.21
132 H 1.50 -1.56 5.57
133 H -0.14 -1.88 2.83
134 H 0.81 -0.54 3.54
135 H -1.09 0.36 2.05
136 H -1.10 0.84 3.76
137 H -2.51 -0.74 4.36
138 H -4.54 -0.06 2.84
139 H -3.39 1.09 2.27
140 H -4.70 2.00 4.17
141 H -2.98 2.17 4.20
142 H -4.68 -0.85 5.22
143 H -5.64 0.50 5.86
144 H -4.48 -0.33 6.96
145 C -5.53 -0.67 -4.70
146 O -4.49 0.16 -5.12
147 C -3.20 -0.35 -4.85
148 C -2.17 0.71 -5.20
149 N -2.28 1.79 -4.20
150 C -1.32 2.84 -4.54
151 C -1.50 4.09 -3.67
152 O -0.40 4.95 -3.89
153 C -0.60 6.19 -3.27
154 H -5.49 -0.83 -3.61
155 H -5.60 -1.65 -5.18
156 H -6.47 -0.16 -4.87
157 H -3.06 -1.23 -5.49
158 H -3.07 -0.70 -3.82
159 H -2.51 1.13 -6.16
160 H -1.14 0.36 -5.30
161 H -3.22 2.14 -4.34
162 H -1.53 3.17 -5.57
163 H -0.30 2.47 -4.46
164 H -1.62 3.86 -2.60
165 H -2.42 4.59 -4.00
166 H -1.50 6.69 -3.64
167 H 0.26 6.84 -3.43
168 H -0.62 6.13 -2.17
169 C 3.09 -1.52 1.84
170 O 2.48 -0.82 0.79
171 C 1.86 -1.61 -0.18
172 C 1.13 -0.73 -1.16
173 N 0.02 -0.10 -0.43
174 C -0.88 0.62 -1.33
175 C -1.86 1.48 -0.58
176 O -1.24 2.64 -0.05
177 C -2.16 3.60 0.39
178 H 3.89 -2.15 1.45
179 H 2.39 -2.12 2.43
180 H 3.58 -0.82 2.51
181 H 1.16 -2.32 0.28
182 H 2.57 -2.26 -0.71
183 H 0.71 -1.27 -2.01
184 H 1.74 0.04 -1.66
185 H 0.39 0.66 0.13
186 H -1.39 -0.06 -2.02
187 H -0.32 1.31 -1.98
188 H -2.37 0.94 0.24
189 H -2.65 1.84 -1.25
190 H -2.80 3.96 -0.43
191 H -1.64 4.53 0.62
192 H -2.72 3.32 1.28